1.
ORCA calculation (the ωB97M-V functional and the def2-TZVPD basis) on a structure of composition C15H16BNO2RhS4Si at a distorted geometry.

The geometry in XYZ format:
```
41
Properties=species:S:1:pos:R:3:forces:R:3
Rh 2.078 1.400 -1.669 -2.668 0.036 -0.953
S 3.785 4.359 -1.017 -0.246 -0.412 -0.078
C 3.459 3.085 -2.056 1.761 2.069 -0.704
S 4.401 1.602 -2.039 -0.908 -0.429 0.503
S 2.285 3.222 -3.341 -0.019 -1.292 0.677
C -0.010 1.439 3.691 -0.074 0.011 -0.272
Si -1.553 1.452 2.619 -0.354 -0.045 0.303
C -2.586 2.977 3.062 0.137 -0.166 -0.052
C -2.591 -0.070 3.068 0.112 0.162 -0.062
C -1.374 1.449 0.737 0.017 0.080 0.021
C -2.531 1.307 -0.020 0.172 0.012 0.209
C -2.495 1.306 -1.410 -0.067 0.108 -0.105
C -1.276 1.491 -2.027 0.035 0.115 -0.232
N -0.151 1.647 -1.339 1.011 -0.651 0.317
C -0.170 1.588 0.014 0.057 0.023 0.027
S 1.417 1.640 0.686 0.468 -0.763 -0.340
H -0.292 1.414 4.748 -0.104 0.008 -0.044
H 0.602 2.324 3.516 0.025 0.003 0.001
H 0.611 0.569 3.476 0.022 -0.004 -0.010
H -2.795 3.004 4.135 0.008 -0.018 0.004
H -3.543 2.972 2.535 0.014 -0.005 -0.015
H -2.065 3.900 2.799 0.021 -0.017 -0.017
H -2.785 -0.100 4.143 0.010 0.023 0.003
H -2.078 -0.995 2.794 0.024 0.017 -0.016
H -3.557 -0.062 2.557 0.013 -0.004 -0.001
H -3.484 1.180 0.486 -0.023 -0.003 -0.037
H -3.394 1.185 -1.998 0.015 0.013 -0.016
H -1.180 1.542 -3.105 0.008 -0.082 0.003
O 1.926 -1.476 -3.095 0.012 0.467 -0.354
B 1.787 -0.625 -1.991 0.797 0.989 1.218
O 1.531 -1.417 -0.848 -0.149 -0.111 0.031
C 1.551 -2.712 -1.258 0.000 -0.110 -0.332
C 1.375 -3.864 -0.523 -0.010 0.134 0.058
C 1.453 -5.074 -1.211 0.004 -0.047 -0.024
C 1.690 -5.111 -2.579 -0.006 -0.084 0.037
C 1.861 -3.941 -3.318 0.022 0.159 -0.123
C 1.793 -2.750 -2.631 -0.153 -0.231 0.370
H 1.187 -3.822 0.542 0.010 0.009 -0.006
H 1.329 -6.001 -0.666 -0.004 0.002 -0.009
H 1.746 -6.067 -3.084 -0.007 0.006 0.005
H 2.039 -3.967 -4.385 0.018 0.030 0.013
```
Positions in Å, forces in eV/Å.

Summary:
Spin multiplicity: 1
Energy, hartree: -2804.27912
ΔE to the lowest compared entry with this formula, charge and spin, kJ/mol: 209.0
Net charge: -1

2.
ORCA calculation (the ωB97M-V functional and the def2-TZVPD basis) on a structure of composition C15H16BO2Sn at a distorted geometry.

The geometry in XYZ format:
```
35
Properties=species:S:1:pos:R:3:forces:R:3
Sn 1.566 -1.313 -1.136 0.188 1.162 1.100
C 4.569 -1.433 0.880 0.161 -0.451 -0.082
C 3.450 -0.466 0.693 -0.048 -0.130 -0.397
C 2.352 -0.433 1.566 0.010 -0.081 -0.149
C 1.361 0.562 1.451 -0.072 0.286 -0.297
C 0.297 0.693 2.480 -0.211 -0.107 0.179
C 1.451 1.497 0.392 0.042 -0.289 0.152
C 2.505 1.473 -0.534 -0.298 -0.114 -0.240
C 2.618 2.510 -1.604 -0.006 0.072 -0.218
C 3.479 0.458 -0.404 -0.001 -0.223 0.181
H 4.377 -2.352 0.306 0.116 0.109 0.097
H 4.677 -1.744 1.918 -0.037 0.103 0.017
H 5.519 -1.041 0.519 -0.044 0.086 0.031
H 2.373 -1.045 2.461 -0.103 -0.200 -0.136
H -0.537 0.016 2.268 0.049 0.002 -0.014
H -0.108 1.702 2.517 0.048 0.028 0.006
H 0.666 0.413 3.467 0.050 0.059 0.008
H 0.775 2.345 0.391 -0.128 -0.106 -0.129
H 3.654 2.699 -1.878 0.021 -0.018 0.048
H 2.155 3.450 -1.307 0.005 -0.019 0.081
H 2.104 2.179 -2.512 0.035 0.046 0.013
H 4.387 0.522 -0.999 -0.166 -0.183 -0.144
O -1.972 -0.912 -1.975 0.056 -0.593 -0.327
B -1.230 -0.860 -0.825 0.474 0.754 -0.176
O -1.972 -0.515 0.272 0.028 -0.493 0.445
C -3.269 -0.640 -0.133 -0.460 -0.099 -0.305
C -4.428 -0.614 0.606 0.363 0.217 0.152
C -5.597 -0.731 -0.131 0.055 0.101 0.295
C -5.594 -0.970 -1.552 0.080 -0.017 -0.353
C -4.423 -1.103 -2.278 0.280 0.151 -0.224
C -3.265 -0.888 -1.563 -0.410 0.039 0.367
H -4.431 -0.475 1.678 -0.018 0.046 -0.006
H -6.550 -0.624 0.372 -0.025 -0.093 -0.014
H -6.545 -1.037 -2.066 -0.019 -0.079 0.044
H -4.415 -1.320 -3.337 -0.016 0.033 -0.006
```
Positions in Å, forces in eV/Å.

Summary:
Spin multiplicity: 1
Energy, hartree: -969.68479
Net charge: +3

3.
ORCA calculation (the ωB97M-V functional and the def2-TZVPD basis) on a structure of composition C15H16Cl2F5IrN4O3SSe.

The geometry in XYZ format:
```
48
Properties=species:S:1:pos:R:3:forces:R:3
Ir 2.014 1.150 0.900 0.516 0.399 0.240
C -2.127 -1.987 1.372 -0.055 -0.018 0.004
C -1.677 -0.833 2.179 -0.045 0.093 0.038
N -2.271 -0.322 3.210 0.013 -0.072 -0.021
N -1.466 0.720 3.591 0.030 0.041 -0.024
C -0.394 0.867 2.812 -0.050 -0.022 0.065
S 0.838 2.011 2.826 -0.112 0.104 -0.241
N -0.509 -0.145 1.930 0.114 -0.008 0.010
N 0.333 -0.235 0.822 -0.071 -0.306 -0.112
H -3.080 -2.334 1.762 0.004 -0.006 -0.004
H -1.401 -2.800 1.426 -0.003 0.008 -0.010
H -2.254 -1.694 0.329 0.016 0.017 -0.020
H -1.731 1.315 4.355 -0.019 -0.010 0.003
H 0.719 -1.178 0.752 0.028 0.032 0.007
H -0.267 0.054 -0.001 0.021 -0.011 -0.035
Cl 5.702 -0.556 -1.004 0.135 -0.062 -0.150
C 6.118 -1.347 0.544 -0.348 -0.295 0.123
Cl 6.520 -0.096 1.734 0.053 0.069 0.188
C 4.936 -2.279 1.048 -0.167 0.292 -0.045
O 5.298 -3.452 1.208 -0.185 0.231 0.005
O 3.827 -1.713 1.208 0.321 -0.265 -0.179
H 7.005 -1.945 0.379 0.011 0.053 -0.048
C 2.348 -1.551 -2.599 -0.101 0.583 0.521
C 1.620 -0.284 -2.053 0.643 -0.254 -0.012
C 1.400 0.712 -3.192 -0.111 -0.109 0.063
C 2.476 0.370 -0.948 -0.598 -0.402 -0.063
H 1.786 -2.012 -3.414 -0.014 0.065 -0.032
H 2.503 -2.289 -1.808 -0.035 0.033 -0.011
H 3.338 -1.259 -2.953 -0.023 -0.082 -0.114
H 0.648 -0.602 -1.681 -0.187 -0.017 0.067
H 2.370 0.967 -3.625 -0.014 0.054 -0.053
H 0.907 1.628 -2.863 0.040 -0.054 0.089
H 0.778 0.269 -3.973 0.013 0.001 -0.022
H 3.151 1.083 -1.401 0.048 0.436 -0.085
H 3.073 -0.338 -0.355 0.225 -0.613 -0.327
O 3.432 1.966 1.354 0.023 0.109 0.181
F -7.406 1.327 0.099 0.020 0.003 -0.001
C -6.085 1.415 -0.104 0.020 0.035 0.011
C -5.387 0.362 -0.663 -0.041 -0.022 0.004
F -6.040 -0.759 -1.008 0.015 0.025 0.007
C -4.024 0.472 -0.865 0.093 -0.147 -0.127
F -3.419 -0.593 -1.433 -0.023 0.066 0.088
C -3.283 1.600 -0.528 -0.061 -0.058 0.056
Se -1.412 1.741 -0.813 -0.159 0.095 -0.068
C -4.028 2.640 0.028 0.053 0.051 0.045
F -3.430 3.780 0.395 0.008 -0.016 0.001
C -5.393 2.562 0.240 -0.053 -0.048 -0.013
F -6.057 3.591 0.784 0.012 0.002 0.001
```
Positions in Å, forces in eV/Å.

Summary:
Spin multiplicity: 2
Energy, hartree: -5349.54253
ΔE to the lowest compared entry with this formula, charge and spin, kJ/mol: 175.3
Net charge: -1

4.
ORCA calculation (the ωB97M-V functional and the def2-TZVPD basis) on a structure of composition C15H16Cl2F5IrN4O3SSe at a distorted geometry.

The geometry in XYZ format:
```
48
Properties=species:S:1:pos:R:3:forces:R:3
Ir -1.035 -0.070 0.540 0.977 3.417 1.891
C -6.004 -2.961 0.241 -0.001 0.003 -0.004
C -5.015 -2.529 -0.773 0.029 0.009 0.009
N -5.092 -2.725 -2.047 -0.038 -0.008 -0.011
N -3.953 -2.147 -2.547 -0.007 0.014 -0.047
C -3.161 -1.588 -1.616 -0.026 0.021 -0.030
S -1.712 -0.766 -1.838 -0.077 -0.640 -0.033
N -3.859 -1.847 -0.459 0.135 0.162 -0.136
N -3.358 -1.428 0.750 -0.664 -0.649 0.975
H -6.819 -3.476 -0.259 0.001 -0.001 -0.002
H -6.401 -2.102 0.784 0.003 0.001 0.002
H -5.547 -3.635 0.967 -0.004 -0.001 0.001
H -3.771 -2.156 -3.535 0.013 0.009 0.005
H -3.243 -2.188 1.416 0.193 -0.323 -0.414
H -3.936 -0.772 1.268 0.096 0.577 -0.524
Cl 0.295 3.968 1.465 0.037 1.706 -0.787
C 1.260 1.437 2.871 -1.486 2.936 -0.193
Cl 3.161 -0.270 1.704 4.172 0.022 0.096
C 0.404 0.891 3.844 -0.881 -2.180 0.203
O 0.649 0.978 5.171 -0.260 -2.465 -0.223
O -1.874 -0.191 2.642 -0.756 0.815 -0.891
H 2.029 2.070 3.311 0.325 0.086 -0.898
C 4.158 -0.328 3.194 0.392 0.065 -0.428
C 1.211 -0.341 2.121 -5.398 -2.136 -3.637
C 0.528 -0.824 3.230 1.865 2.839 0.671
C 0.755 1.146 1.512 0.793 -3.499 1.493
H 4.350 -1.313 3.605 -0.748 -0.187 -0.024
H 3.997 0.443 3.939 -0.944 -0.073 -0.061
H 5.042 -0.049 2.711 1.847 0.383 -0.219
H 1.190 -1.078 1.285 0.426 -0.206 0.079
H 0.523 -0.110 4.839 0.531 1.726 2.145
H 0.834 -1.809 3.604 -0.773 0.008 0.139
H -1.806 -1.105 2.430 0.086 -1.500 0.726
H 1.286 1.476 0.628 0.394 -0.028 0.367
H -0.002 3.016 2.223 -0.375 -0.736 0.619
O -2.006 1.338 0.344 -0.212 -0.084 -0.266
F 4.745 2.478 -6.237 -0.002 -0.001 -0.001
C 3.938 2.127 -5.219 0.000 0.003 0.002
C 3.382 0.864 -5.166 0.005 0.006 0.005
F 3.654 -0.017 -6.146 -0.002 -0.004 0.005
C 2.556 0.517 -4.112 0.002 -0.005 -0.026
F 2.056 -0.729 -4.131 -0.002 0.007 0.001
C 2.238 1.390 -3.072 -0.056 -0.223 -0.037
Se 1.094 0.905 -1.631 0.389 0.124 -0.567
C 2.820 2.653 -3.166 0.007 0.007 0.018
F 2.595 3.577 -2.223 -0.001 0.008 0.003
C 3.652 3.024 -4.208 -0.009 -0.016 -0.003
F 4.190 4.256 -4.251 0.001 0.010 0.005
```
Positions in Å, forces in eV/Å.

Summary:
Spin multiplicity: 6
Energy, hartree: -5348.93346
Net charge: -1

5.
ORCA calculation (the ωB97M-V functional and the def2-TZVPD basis) on a structure of composition C15H16ClMnN at a distorted geometry.

The geometry in XYZ format:
```
34
Properties=species:S:1:pos:R:3:forces:R:3
C -1.989 1.229 -0.627 -1.286 -0.273 -1.594
C -2.179 -0.142 -1.068 -0.254 1.372 -0.526
C -1.267 -0.357 -2.174 -0.387 0.804 -0.135
C -0.628 0.895 -2.467 -0.407 -0.526 0.144
C -1.068 1.859 -1.528 -0.331 -0.867 0.459
Mn -0.229 -0.114 -0.221 1.764 0.090 1.527
C -0.690 -1.728 1.019 0.125 0.576 0.448
C -1.023 -0.673 2.078 -1.218 -1.023 1.460
C -1.858 -0.822 3.167 0.563 -0.572 -1.325
N -0.387 0.424 1.698 1.499 0.760 -1.241
H -1.200 -1.258 -2.780 0.057 0.210 0.259
H -2.923 -0.847 -0.702 0.405 0.228 0.068
H 0.034 1.082 -3.308 0.063 -0.142 0.387
H -0.794 2.914 -1.518 0.098 -0.404 0.148
H -2.579 1.742 0.133 0.409 -0.366 -0.114
H -1.480 -2.422 0.734 0.167 0.081 0.042
H -0.385 1.256 2.263 -0.240 -0.028 0.107
H 0.298 -2.187 1.188 -0.397 0.150 -0.120
H -2.292 -1.801 3.312 -0.167 0.024 0.263
H -2.104 0.001 3.827 0.087 -0.042 -0.006
Cl 3.793 -2.567 -0.540 -0.469 -0.965 -0.067
C 4.641 -1.090 -0.552 0.888 1.783 -0.062
C 6.023 -1.080 -0.530 -0.104 0.551 -0.005
C 6.721 0.142 -0.508 0.357 -0.421 -0.047
C 6.017 1.353 -0.495 -0.340 -0.100 0.086
C 4.634 1.364 -0.517 0.536 -0.274 0.041
C 3.889 0.144 -0.599 -0.407 -0.444 0.065
C 2.508 0.166 -0.747 -1.015 0.073 0.068
H 6.560 -2.026 -0.539 -0.044 0.146 0.056
H 7.811 0.135 -0.501 -0.245 0.008 -0.001
H 6.564 2.298 -0.478 -0.105 -0.210 0.033
H 4.072 2.300 -0.515 0.185 -0.215 -0.040
H 2.006 1.138 -0.714 0.084 -0.238 -0.368
H 1.973 -0.726 -1.092 0.129 0.255 -0.011
```
Positions in Å, forces in eV/Å.

Summary:
Spin multiplicity: 5
Energy, hartree: -2247.02872
Net charge: -1

6.
ORCA calculation (the ωB97M-V functional and the def2-TZVPD basis) on the molecule C15H16ClO6P at a distorted geometry.

The geometry in XYZ format:
```
39
Properties=species:S:1:pos:R:3:forces:R:3
C -3.152 -2.924 -1.482 0.633 0.198 0.677
C -1.587 -3.241 -1.556 -1.563 0.277 -0.419
O -1.140 -3.438 -0.208 0.591 0.620 -0.556
C -0.191 -2.453 0.209 0.246 0.050 0.576
C -0.827 -0.999 0.352 0.163 -0.350 -0.318
C 0.247 0.090 0.660 1.213 1.341 0.415
C 1.327 0.435 -0.295 0.306 0.858 0.776
C 1.463 -0.258 -1.700 0.056 0.001 -0.168
P 1.231 0.974 -3.108 -0.859 2.266 -0.166
O 1.156 2.397 -2.651 0.277 -1.307 -0.094
O -0.255 0.626 -3.810 1.851 -0.082 0.947
O 2.433 0.855 -4.238 -1.465 -0.474 1.206
C 2.348 1.447 -0.003 -1.434 -0.197 1.630
C 2.319 2.205 1.251 -1.433 -1.899 -0.867
Cl 3.570 3.452 1.504 -1.177 -1.127 -0.186
C 1.248 1.904 2.187 0.038 -0.257 -0.643
C 0.234 0.860 1.903 1.166 0.663 -0.623
C -0.848 0.680 3.025 0.482 1.207 -0.176
O -1.305 -0.385 3.359 0.066 0.471 -0.310
C -1.266 2.017 3.729 0.823 0.814 -0.007
C -0.343 2.982 3.986 0.407 -1.067 -0.935
C 1.134 2.718 3.529 -1.113 -0.461 -0.663
O 2.101 3.094 4.138 -0.547 -0.012 -0.218
H -3.736 -3.450 -2.276 0.469 0.659 0.581
H -3.489 -3.285 -0.467 0.262 0.153 -1.155
H -3.341 -1.812 -1.465 0.089 -1.157 -0.328
H -1.460 -4.146 -2.210 0.222 0.559 0.976
H -1.028 -2.404 -2.051 -0.459 -0.659 0.396
H 0.688 -2.484 -0.487 -0.646 0.201 0.596
H 0.173 -2.784 1.224 -0.392 0.386 -1.025
H -1.603 -1.094 1.153 0.879 0.343 -0.608
H -1.397 -0.732 -0.587 0.780 -0.218 0.794
H 0.678 -1.041 -1.866 0.936 0.689 0.212
H 2.494 -0.701 -1.786 -1.084 0.273 0.001
H -0.851 1.251 -3.345 0.303 -0.262 -0.453
H 2.707 1.780 -4.401 -0.224 -0.419 0.063
H 3.167 1.684 -0.725 -0.987 -0.331 0.619
H -2.314 2.228 4.044 0.815 -0.787 -0.311
H -0.586 3.955 4.467 0.313 -0.967 -0.236
```
Positions in Å, forces in eV/Å.

Summary:
Spin multiplicity: 1
Energy, hartree: -1834.16738
Structure (SMILES): CCOCCc1c(CP(=O)(O)O)cc(Cl)c2c1C(=O)C=CC2=O